{"formula": "C6H5N2", "method": "ωB97M-V/def2-TZVPD", "s_squared": 2.023, "spin_multiplicity": 3, "e_tot_ev": -9268.135, "total_charge": 1, "species": ["C", "C", "C", "C", "C", "C", "N", "N", "H", "H", "H", "H", "H"], "coordinates": [[1.259, 1.049, -0.908], [-2.948, 0.459, -0.651], [1.156, -0.365, -0.733], [0.463, -0.246, 0.673], [0.291, 1.294, 0.947], [-0.809, 0.410, 0.792], [-1.940, 0.447, -0.021], [0.800, 1.978, -0.293], [-3.914, 0.431, -1.077], [0.537, -0.845, -1.490], [2.117, -0.876, -0.682], [0.820, -0.931, 1.424], [0.570, 1.829, 1.837]]}

---

{"formula": "C32H30N3O6PRhS", "method": "ωB97M-V/def2-TZVPD", "e_tot_ev": -73553.957, "total_charge": 1, "species": ["Rh", "O", "S", "O", "O", "C", "C", "C", "C", "C", "C", "P", "C", "C", "C", "C", "C", "C", "C", "C", "C", "C", "C", "C", "H", "H", "H", "H", "H", "H", "H", "H", "H", "H", "H", "H", "H", "H", "C", "C", "C", "O", "C", "O", "O", "H", "H", "H", "H", "H", "H", "H", "N", "C", "C", "C", "C", "C", "N", "C", "C", "C", "C", "C", "N", "H", "H", "H", "H", "H", "H", "H", "H", "H"], "coordinates": [[0.162, -0.081, -0.301], [-3.512, -0.763, 0.532], [-2.595, -0.151, -0.367], [-1.633, -1.056, -1.052], [-1.730, 0.930, 0.235], [-3.379, 0.612, -1.719], [-4.727, 0.500, -1.993], [-5.195, 1.003, -3.200], [-4.315, 1.594, -4.095], [-2.963, 1.722, -3.792], [-2.480, 1.229, -2.591], [-0.687, 1.389, -2.196], [-0.521, 3.193, -2.129], [0.597, 3.872, -2.620], [0.671, 5.252, -2.522], [-0.349, 5.963, -1.903], [-1.442, 5.291, -1.376], [-1.528, 3.912, -1.482], [0.064, 0.829, -3.754], [0.270, -0.544, -3.865], [0.812, -1.085, -5.018], [1.152, -0.254, -6.075], [0.927, 1.112, -5.985], [0.382, 1.658, -4.832], [-5.382, 0.021, -1.278], [-6.244, 0.922, -3.448], [-4.680, 1.954, -5.047], [-2.296, 2.196, -4.500], [1.411, 3.325, -3.077], [1.532, 5.774, -2.919], [-0.279, 7.039, -1.816], [-2.225, 5.841, -0.872], [-2.369, 3.388, -1.047], [-0.001, -1.189, -3.043], [0.976, -2.151, -5.087], [1.589, -0.670, -6.973], [1.178, 1.759, -6.816], [0.202, 2.722, -4.787], [-0.108, -3.994, -2.027], [0.849, -3.481, -0.959], [1.885, -4.515, -0.543], [0.105, -3.017, 0.165], [1.666, -2.312, -1.584], [2.354, -2.560, -2.544], [1.661, -1.115, -1.015], [-0.434, -5.006, -1.781], [0.385, -4.011, -2.995], [-0.993, -3.360, -2.058], [1.387, -5.392, -0.123], [2.569, -4.106, 0.207], [2.466, -4.824, -1.408], [0.554, -3.302, 0.968], [2.651, -0.523, 1.823], [2.835, 0.458, 0.891], [4.158, 0.800, 0.580], [4.401, 1.808, -0.310], [3.323, 2.521, -0.834], [2.064, 2.137, -0.477], [1.791, 1.093, 0.337], [1.486, -1.010, 2.366], [1.583, -1.905, 3.437], [0.430, -2.406, 3.988], [-0.800, -2.003, 3.472], [-0.807, -1.119, 2.424], [0.319, -0.627, 1.862], [3.499, -0.906, 2.207], [4.971, 0.256, 1.043], [5.417, 2.059, -0.585], [3.469, 3.355, -1.505], [1.206, 2.690, -0.797], [2.556, -2.176, 3.826], [0.481, -3.102, 4.815], [-1.733, -2.367, 3.876], [-1.738, -0.771, 2.008]]}

---

{"formula": "C34H54Br24Cl4N2O3PS", "method": "ωB97M-V/def2-TZVPD", "e_tot_ev": -1796471.458, "total_charge": 1, "species": ["C", "C", "C", "C", "C", "C", "C", "C", "C", "C", "C", "C", "C", "C", "C", "N", "C", "S", "C", "Cl", "C", "C", "Cl", "C", "C", "C", "O", "C", "C", "P", "O", "N", "Cl", "C", "C", "O", "Cl", "H", "H", "H", "H", "H", "H", "H", "H", "H", "H", "H", "H", "H", "H", "H", "H", "H", "H", "H", "H", "H", "H", "H", "H", "H", "H", "H", "H", "H", "H", "H", "H", "H", "H", "H", "H", "H", "H", "H", "H", "H", "H", "H", "H", "H", "H", "C", "Br", "Br", "Br", "H", "C", "Br", "Br", "Br", "H", "C", "Br", "Br", "Br", "H", "C", "Br", "Br", "Br", "H", "C", "Br", "Br", "Br", "H", "C", "Br", "Br", "Br", "H", "C", "Br", "Br", "Br", "H", "C", "Br", "Br", "Br", "H"], "coordinates": [[3.065, 4.520, 6.468], [1.837, 3.793, 5.702], [0.558, 4.743, 5.487], [0.326, 5.145, 3.941], [-0.610, 4.124, 3.130], [-0.116, 2.598, 3.168], [-0.771, 1.664, 2.028], [-1.853, 0.603, 2.577], [-1.493, -0.938, 2.182], [-2.524, -1.567, 1.122], [-1.868, -2.691, 0.169], [-1.107, -2.017, -1.082], [-1.157, -2.859, -2.440], [-1.054, -1.740, -3.588], [-0.365, -2.573, -4.787], [-1.263, -3.467, -5.635], [-2.508, -3.241, -5.423], [-4.047, -2.699, -5.072], [0.327, -1.715, -6.022], [-0.071, -2.462, -7.686], [-0.165, -0.200, -6.133], [-1.751, 0.005, -6.322], [0.561, 0.921, -4.837], [0.678, -3.441, -3.847], [1.851, -2.436, -3.376], [3.323, -2.871, -3.802], [3.606, -2.741, -5.213], [4.871, -2.049, -5.441], [4.729, -0.437, -5.383], [1.170, -4.814, -5.118], [2.325, -5.710, -4.635], [-0.138, -3.988, -2.685], [-1.263, -5.313, -3.035], [0.509, -4.500, -1.442], [1.518, -5.721, -1.584], [1.267, -6.878, -1.932], [3.280, -5.406, -1.110], [3.647, 5.227, 5.777], [3.815, 3.696, 6.773], [2.738, 5.060, 7.418], [2.227, 3.402, 4.705], [1.492, 2.915, 6.361], [0.746, 5.701, 6.091], [-0.388, 4.270, 5.917], [1.361, 5.270, 3.454], [-0.180, 6.170, 3.943], [-1.679, 4.270, 3.536], [-0.628, 4.505, 2.038], [-0.301, 2.176, 4.227], [1.028, 2.613, 3.019], [-1.320, 2.354, 1.280], [0.101, 1.188, 1.455], [-2.878, 0.928, 2.171], [-1.891, 0.702, 3.728], [-1.613, -1.526, 3.170], [-0.396, -1.021, 1.882], [-3.371, -2.105, 1.695], [-3.006, -0.743, 0.487], [-2.617, -3.462, -0.220], [-1.101, -3.258, 0.797], [-0.005, -1.802, -0.798], [-1.578, -0.969, -1.215], [-2.201, -3.334, -2.403], [-1.999, -1.125, -3.800], [-0.410, -0.936, -3.063], [1.465, -1.707, -5.970], [0.297, 0.199, -7.114], [-2.306, 0.298, -5.372], [-1.864, 0.905, -7.038], [-2.242, -0.872, -6.889], [1.886, -2.283, -2.230], [1.707, -1.359, -3.772], [3.650, -3.909, -3.466], [4.040, -2.136, -3.263], [5.661, -2.404, -4.683], [5.307, -2.277, -6.491], [5.178, 0.034, -4.447], [3.632, -0.121, -5.443], [5.304, -0.002, -6.276], [0.083, -5.678, -5.450], [1.689, -4.094, -6.267], [-0.344, -4.863, -0.752], [1.054, -3.701, -0.811], [4.414, -3.123, -9.665], [5.902, -1.987, -9.160], [4.761, -4.082, -11.314], [3.911, -4.319, -8.228], [3.564, -2.468, -9.850], [6.302, 1.150, 7.660], [4.805, 0.775, 6.483], [7.918, 0.249, 7.081], [6.579, 3.056, 7.885], [6.046, 0.748, 8.639], [-7.794, -0.843, -4.114], [-7.467, -1.930, -5.687], [-9.565, -1.147, -3.386], [-6.412, -1.081, -2.773], [-7.754, 0.197, -4.432], [-10.163, -4.636, -6.550], [-11.208, -4.340, -8.157], [-11.266, -5.241, -5.074], [-8.670, -5.832, -6.871], [-9.744, -3.674, -6.261], [5.462, 5.534, 11.184], [6.386, 6.502, 9.780], [4.271, 4.184, 10.465], [6.699, 4.787, 12.478], [4.843, 6.255, 11.715], [-4.770, 3.842, 4.621], [-4.454, 2.752, 3.048], [-6.552, 3.574, 5.338], [-3.402, 3.574, 5.969], [-4.707, 4.883, 4.305], [-4.647, 5.687, -0.011], [-3.437, 5.658, 1.504], [-4.124, 4.408, -1.373], [-6.491, 5.444, 0.536], [-4.574, 6.676, -0.458], [4.064, 2.966, 14.652], [4.307, 2.655, 16.551], [2.924, 1.623, 13.840], [3.427, 4.762, 14.293], [5.044, 2.877, 14.186]]}

---

{"formula": "C14H33ClINO8P2S2", "method": "ωB97M-V/def2-TZVPD", "smiles": "[H]/N=C/CP(I)(CCCS(=O)(=O)O)(C[C@@H](C)Cl)P(O)(O)=S.COCCOCCOC", "e_tot_ev": -93794.421, "total_charge": 0, "species": ["H", "N", "C", "C", "P", "I", "C", "C", "C", "S", "O", "O", "O", "C", "C", "C", "Cl", "P", "O", "O", "S", "H", "H", "H", "H", "H", "H", "H", "H", "H", "H", "H", "H", "H", "H", "H", "H", "H", "H", "C", "O", "C", "C", "O", "C", "C", "O", "C", "H", "H", "H", "H", "H", "H", "H", "H", "H", "H", "H", "H", "H", "H"], "coordinates": [[3.961, -4.020, -4.571], [3.146, -3.419, -4.687], [2.272, -3.684, -3.818], [0.949, -2.970, -3.804], [0.783, -1.685, -2.502], [-0.381, -3.476, -0.872], [2.009, -1.345, -1.154], [2.997, -2.465, -0.822], [3.750, -2.327, 0.508], [2.864, -2.018, 2.011], [1.604, -2.692, 2.008], [3.800, -2.196, 3.068], [2.561, -0.449, 1.906], [-0.761, -0.701, -2.455], [-2.009, -1.393, -3.049], [-3.197, -1.342, -2.098], [-2.491, -0.548, -4.569], [1.771, -0.086, -3.860], [1.722, 1.296, -2.989], [3.353, -0.452, -3.834], [0.996, 0.172, -5.595], [2.400, -4.460, -3.057], [0.182, -3.711, -3.583], [0.747, -2.511, -4.775], [2.594, -0.489, -1.483], [1.422, -1.019, -0.299], [3.785, -2.425, -1.579], [2.534, -3.448, -0.893], [4.249, -3.272, 0.735], [4.512, -1.550, 0.443], [1.598, -0.327, 1.904], [-0.940, -0.535, -1.389], [-0.631, 0.272, -2.928], [-1.801, -2.414, -3.356], [-3.960, -2.065, -2.381], [-2.879, -1.551, -1.076], [-3.635, -0.343, -2.118], [2.490, 1.413, -2.409], [3.882, 0.278, -4.199], [-0.184, 2.325, 0.452], [-0.846, 2.200, 1.685], [0.028, 2.361, 2.787], [-0.752, 2.580, 4.063], [-1.223, 3.906, 4.222], [-2.389, 4.258, 3.492], [-3.671, 3.755, 4.114], [-3.866, 2.386, 3.814], [-4.839, 1.792, 4.642], [0.606, 1.565, 0.346], [-0.919, 2.179, -0.338], [0.264, 3.318, 0.334], [0.697, 3.215, 2.618], [0.646, 1.457, 2.904], [-0.068, 2.416, 4.898], [-1.566, 1.855, 4.137], [-2.321, 3.931, 2.452], [-2.416, 5.349, 3.509], [-4.513, 4.341, 3.719], [-3.627, 3.902, 5.201], [-4.537, 1.824, 5.695], [-4.942, 0.754, 4.333], [-5.810, 2.290, 4.539]]}